# 1
DFT (wB97M-V/def2-TZVPD) results for C4H15NO3 as an isolated structure.

XYZ file:
```
23
C4H15NO3 wB97M-V/def2-TZVPD
C 0.495 1.474 2.143
N 0.159 1.346 0.726
C 0.706 -0.187 0.101
C -0.162 -0.885 -0.969
C 0.015 -2.374 -0.702
O 0.177 -0.486 -2.330
H -0.353 1.967 2.622
H 1.456 1.953 2.323
H 0.451 0.502 2.638
H 0.509 1.941 -0.012
H 1.469 0.291 -0.508
H 1.065 -0.935 0.804
H -1.192 -0.544 -0.994
H -0.466 -2.430 0.275
H -0.567 -3.063 -1.317
H 1.047 -2.733 -0.639
H 0.840 -1.092 -2.678
H -1.337 2.368 -1.790
H -0.081 1.534 -2.091
O -0.435 2.431 -2.113
H -1.961 -0.407 2.090
H -0.514 0.052 0.973
O -1.323 -0.721 1.448
```

## Properties
ΔE to the lowest compared entry with this formula, charge and spin = 89.7 kcal/mol
E = -441.73887 Eh

# 2
DFT (wB97M-V/def2-TZVPD) results for one molecule with the formula C4H15NSi2.

XYZ file:
```
22
C4H15NSi2 wB97M-V/def2-TZVPD
C 2.143 0.739 -0.800
C 1.170 -0.130 0.036
C 1.130 0.137 1.657
C 1.436 -1.640 -0.145
Si -0.522 0.518 -0.633
N -1.937 -0.123 -0.066
Si -3.616 0.289 -0.255
H 3.201 0.345 -0.904
H 1.916 0.738 -1.891
H 2.094 1.793 -0.550
H 0.369 -0.523 2.008
H 0.960 1.199 1.889
H 2.163 -0.207 2.184
H 0.695 -2.323 0.389
H 1.637 -1.984 -1.113
H 2.354 -1.943 0.268
H -0.743 0.402 -2.165
H -0.522 2.060 0.007
H -1.808 -0.493 0.831
H -4.303 -0.986 -0.227
H -4.021 0.994 1.043
H -3.795 1.137 -1.564
```

## Properties
Structure (SMILES) = CC(C)(C)[SiH2]N[SiH3]
ΔE to the lowest compared entry with this formula, charge and spin = 48.2 kcal/mol
E = -795.10490 Eh

Results for orbital gap: 10.3269, 10.0036 (in eV, following the order of the records).
Results for lowest unoccupied orbital energy: 0.8, 0.8 (in eV, following the order of the records).
Results for max |F|: 5.61, 3.54 (in eV/A, following the order of the records).